12
Properties=species:S:1:pos:R:3 method="wB97M-V/def2-TZVPD" smiles="S/C=C/C(S)S" de_lowest_kcal_mol=35.9 gap_ev=9.066 lumo_ev=0.6
C 0.47 -0.90 -0.30
C 0.17 -0.47 -1.52
C 0.15 0.01 0.82
S 0.34 -1.65 -2.85
S 1.56 0.30 1.96
S -1.18 -0.77 1.72
H 0.61 -1.88 -0.09
H -0.19 0.53 -1.81
H -0.22 1.03 0.52
H -0.31 -0.63 -3.45
H 1.47 1.62 2.01
H -2.16 -0.67 0.76